No. 1
Density functional theory data (ωB97M-V/def2-TZVPD) for C19H25Br2F13N2O3PS as an isolated structure at a distorted geometry.

Energy in a.u.: -8259.055663
HOMO-LUMO gap in eV: 6.641
Net charge: +1
HOMO in eV: -11.5
2S+1: 1

Geometry as XYZ:
```
66
C19H25Br2F13N2O3PS ωB97M-V/def2-TZVPD
N 5.253 -2.670 1.631
C 4.458 -2.004 0.691
C 2.821 -2.005 0.932
N 2.142 -0.704 0.521
C 2.367 0.485 1.480
C 3.284 0.425 2.838
C 2.998 1.616 3.927
C 4.202 2.732 3.838
C 3.686 4.295 3.902
O 4.164 5.011 2.674
C 1.663 1.954 1.110
C 0.694 2.154 -0.226
C 0.487 0.826 -1.172
C -0.493 0.995 -2.486
C -1.795 0.031 -2.243
C -3.225 0.857 -2.060
F -3.072 2.192 -1.440
F -3.698 1.117 -3.472
C -4.355 -0.112 -1.383
F -3.939 -1.527 -1.712
F -5.693 0.065 -1.989
C -4.370 -0.068 0.289
F -2.972 0.179 0.693
F -4.733 -1.482 0.683
C -5.484 0.986 0.832
F -5.632 2.228 0.000
F -6.820 0.289 0.713
S -5.339 1.536 2.603
F -6.254 2.973 2.204
F -3.881 2.400 2.369
F -4.572 0.109 3.143
F -6.863 0.759 2.966
F -5.332 2.086 4.234
C 1.267 -0.573 -0.744
P 0.996 -2.060 -1.974
O 0.213 -3.388 -1.103
O 2.600 -2.617 -2.478
H 6.263 -2.598 1.336
H 5.006 -1.534 -0.230
H 2.566 -2.175 2.086
H 2.411 -2.957 0.379
H 4.419 0.544 2.486
H 3.243 -0.592 3.422
H 1.913 2.073 3.886
H 3.088 1.117 5.007
H 4.909 2.559 4.768
H 4.880 2.641 2.879
H 2.507 4.351 4.009
H 4.213 4.801 4.841
H 3.518 5.793 2.561
H 1.812 2.928 1.770
H 0.229 3.216 -0.430
H -0.789 2.124 -2.629
H 0.102 0.608 -3.443
H -1.555 -0.638 -1.288
H -1.830 -0.735 -3.152
H -0.705 -3.023 -0.853
H 2.724 -2.254 -3.424
Br -2.561 -4.329 -6.249
C -0.621 -4.138 -6.174
C -0.054 -4.798 -4.939
Br -0.358 -3.704 -3.351
H -0.403 -3.068 -6.234
H -0.252 -4.630 -7.078
H 1.033 -4.891 -5.015
H -0.486 -5.782 -4.735
```


No. 2
Density functional theory data (ωB97M-V/def2-TZVPD) for C19H25BrNO5PTa as an isolated structure.

Energy in a.u.: -4141.460845
HOMO-LUMO gap in eV: 7.359
Net charge: +3
Energy above the lowest of the compared OMol25 structures with the same formula, charge and spin in kJ/mol: 0.00
HOMO in eV: -18.1
2S+1: 1

Geometry as XYZ:
```
53
C19H25BrNO5PTa ωB97M-V/def2-TZVPD
Ta 1.692 -0.150 -0.413
Br 3.331 -0.606 2.283
C 4.216 0.639 1.174
C 5.422 1.255 1.418
C 5.801 2.266 0.534
C 4.956 2.674 -0.503
C 3.768 2.003 -0.655
N 3.447 0.961 0.138
C 2.631 2.354 -1.580
O 2.622 3.198 -2.399
O 1.535 1.554 -1.276
H 6.031 0.983 2.269
H 6.745 2.775 0.688
H 5.199 3.505 -1.151
C -4.976 -0.484 -1.671
C -4.009 0.613 -1.341
O -3.236 0.248 -0.093
P -1.883 -0.433 0.081
O -0.688 0.625 -0.093
C -0.940 2.077 0.287
C -0.889 2.250 1.778
O -1.805 -1.080 1.462
C -2.843 -1.074 2.575
C -3.689 -2.306 2.475
H -5.562 -0.169 -2.537
H -5.667 -0.660 -0.848
H -4.476 -1.417 -1.934
H -4.499 1.539 -1.057
H -3.278 0.812 -2.124
H -1.903 2.338 -0.143
H -0.164 2.612 -0.245
H -1.689 1.709 2.284
H -1.016 3.309 2.006
H 0.071 1.933 2.193
H -3.407 -0.151 2.467
H -2.230 -1.037 3.470
H -4.272 -2.324 1.554
H -4.393 -2.302 3.310
H -3.090 -3.213 2.552
C -1.464 -1.617 -1.204
C 0.036 -1.775 -1.217
C 0.695 -2.180 0.003
C 2.065 -2.597 -0.077
C 2.850 -2.171 -1.121
C 2.255 -1.328 -2.145
C 0.807 -1.342 -2.277
H -1.966 -2.566 -0.994
H -1.838 -1.245 -2.159
H 0.092 -2.494 0.843
H 2.494 -3.177 0.729
H 3.905 -2.415 -1.164
H 2.851 -0.997 -2.986
H 0.356 -0.920 -3.166
```


No. 3
Density functional theory data (ωB97M-V/def2-TZVPD) for C19H25CaNO5P as an isolated structure at a distorted geometry.

Energy in a.u.: -2189.120480
HOMO-LUMO gap in eV: 7.128
Net charge: -1
Energy above the lowest of the compared OMol25 structures with the same formula, charge and spin in kJ/mol: 128.41
HOMO in eV: -4.4
2S+1: 1

Geometry as XYZ:
```
52
C19H25CaNO5P ωB97M-V/def2-TZVPD
Ca -0.541 -1.410 -0.365
O -0.421 -0.721 2.724
C 0.594 -1.526 3.298
C 1.806 -1.696 2.376
N 1.464 -2.208 1.050
C 0.986 -3.595 1.113
C -0.503 -3.675 1.525
O -0.866 -4.593 2.249
O -1.230 -2.727 1.054
C 2.599 -2.101 0.132
C 2.156 -2.285 -1.344
O 2.944 -2.818 -2.117
O 0.998 -1.814 -1.609
H -0.926 -1.318 2.131
H 0.198 -2.505 3.578
H 0.924 -1.028 4.213
H 2.535 -2.352 2.881
H 2.273 -0.719 2.241
H 1.585 -4.208 1.796
H 1.054 -4.034 0.114
H 3.394 -2.823 0.357
H 3.023 -1.096 0.204
C -3.415 0.257 -0.717
C -3.269 -1.126 -0.853
C -2.397 -1.372 -1.944
C -2.029 -0.118 -2.480
C -2.649 0.883 -1.722
H -4.045 0.755 0.008
H -3.800 -1.875 -0.282
H -2.276 -2.327 -2.441
H -1.436 0.031 -3.373
H -2.592 1.946 -1.914
C 1.269 1.712 1.396
P -0.231 1.240 0.408
C -1.490 2.117 1.415
C 0.098 2.393 -0.983
C -0.255 3.739 -0.964
C 0.028 4.559 -2.047
C 0.684 4.047 -3.156
C 1.060 2.711 -3.175
C 0.767 1.889 -2.098
H 1.348 2.798 1.460
H 2.164 1.327 0.903
H 1.188 1.287 2.396
H -1.116 3.058 1.820
H -1.757 1.452 2.236
H -2.369 2.286 0.798
H -0.769 4.152 -0.104
H -0.267 5.602 -2.020
H 0.898 4.687 -4.003
H 1.575 2.307 -4.038
H 1.036 0.838 -2.126
```


No. 4
Density functional theory data (ωB97M-V/def2-TZVPD) for C19H25Cl18I2NO2Si as an isolated structure at a distorted geometry.

Energy in a.u.: -10112.410307
HOMO-LUMO gap in eV: 8.374
HOMO in eV: -9.2
2S+1: 1

Geometry as XYZ:
```
68
C19H25Cl18I2NO2Si ωB97M-V/def2-TZVPD
C -0.044 -0.003 3.658
C 1.058 -1.073 4.045
Si 1.156 -2.562 2.904
C -0.365 -3.632 3.206
C -1.672 -3.199 2.536
C -1.793 -2.321 1.459
C -3.032 -2.016 0.885
C -4.211 -2.583 1.354
C -4.111 -3.452 2.451
C -2.883 -3.764 3.031
C -2.936 -4.740 4.216
O 1.462 -2.183 1.243
N 1.778 -0.837 1.041
O 2.890 -0.586 1.310
C 2.649 -3.643 3.465
I 4.308 -2.505 4.205
C 3.004 -4.531 2.209
C 4.159 -3.991 1.344
I 3.494 -6.575 2.791
H -0.548 -0.197 2.702
H -0.748 0.138 4.493
H 0.452 0.975 3.542
H 2.006 -0.516 4.130
H 0.828 -1.400 5.076
H -0.536 -3.602 4.299
H -0.107 -4.690 2.993
H -0.904 -1.848 1.034
H -3.054 -1.340 0.024
H -5.152 -2.339 0.856
H -5.012 -3.927 2.831
H -3.545 -5.629 3.996
H -1.947 -4.997 4.609
H -3.458 -4.201 5.033
H 2.232 -4.353 4.199
H 2.130 -4.639 1.545
H 5.133 -4.105 1.844
H 3.998 -2.972 0.967
H 4.222 -4.646 0.454
C 2.229 3.191 1.167
Cl 3.955 3.565 1.168
Cl 1.437 3.930 -0.239
Cl 1.972 1.443 1.183
H 1.788 3.616 2.062
C -7.226 -1.145 4.306
Cl -8.197 -0.839 2.863
Cl -5.783 -2.085 3.890
Cl -6.783 0.373 5.093
H -7.824 -1.724 5.000
C -1.364 3.632 -2.591
Cl -2.171 2.064 -2.681
Cl -0.077 3.742 -3.799
Cl -2.527 4.943 -2.801
H -0.917 3.728 -1.609
C -0.408 4.369 -7.823
Cl -1.216 2.801 -7.914
Cl 0.875 4.479 -9.035
Cl -1.571 5.680 -8.031
H 0.038 4.464 -6.840
C 3.621 4.637 -3.582
Cl 2.640 4.747 -5.050
Cl 5.100 3.727 -3.890
Cl 3.994 6.245 -2.962
H 3.045 4.107 -2.830
C 2.846 7.003 -11.313
Cl 4.569 7.383 -11.279
Cl 2.072 7.740 -12.717
Cl 2.593 5.256 -11.308
H 2.390 7.413 -10.419
```


No. 5
Density functional theory data (ωB97M-V/def2-TZVPD) for one molecule with the formula C19H25ClINO3.

Energy in a.u.: -1777.390781
HOMO-LUMO gap in eV: 8.929
HOMO in eV: -9.3
2S+1: 1

Geometry as XYZ:
```
50
C19H25ClINO3 ωB97M-V/def2-TZVPD
C 0.878 3.372 0.644
C 0.874 1.875 0.500
C 1.904 1.119 1.068
Cl 3.205 1.873 1.922
C 1.853 -0.259 0.993
C 0.816 -0.887 0.318
C -0.208 -0.181 -0.294
C -1.321 -0.934 -0.981
C -1.280 -1.030 -2.509
C -2.359 -2.024 -2.993
I 0.632 -1.625 -3.262
C -0.179 1.223 -0.176
C -1.304 2.057 -0.753
C -1.083 2.637 -2.186
C 0.285 2.323 -2.797
C -1.296 4.164 -2.221
C 1.024 -2.363 0.460
O 0.467 -3.265 -0.110
N 2.087 -2.549 1.375
C 1.886 -3.459 2.508
C 1.205 -2.776 3.697
C -0.317 -2.857 3.597
O -0.954 -2.024 4.558
C 2.739 -1.309 1.578
O 3.813 -1.185 2.095
H 1.881 3.745 0.839
H 0.265 3.659 1.504
H 0.488 3.872 -0.238
H -1.329 -1.953 -0.590
H -2.286 -0.491 -0.720
H -1.518 -0.057 -2.935
H -2.884 -1.638 -3.865
H -3.069 -2.226 -2.189
H -1.916 -2.975 -3.286
H -1.484 2.902 -0.087
H -2.200 1.440 -0.739
H -1.833 2.191 -2.846
H 0.469 1.256 -2.919
H 0.320 2.764 -3.797
H 1.095 2.772 -2.219
H -0.344 4.673 -2.051
H -1.628 4.464 -3.216
H -2.019 4.501 -1.479
H 1.249 -4.263 2.131
H 2.834 -3.916 2.783
H 1.481 -1.720 3.760
H 1.546 -3.244 4.622
H -0.633 -3.884 3.793
H -0.639 -2.587 2.586
H -1.213 -1.205 4.128
```


No. 6
Density functional theory data (ωB97M-V/def2-TZVPD) for C19H25ClMoNO2Pr as an isolated structure at a distorted geometry.

Energy in a.u.: -1989.538713
HOMO-LUMO gap (alpha / beta) in eV: 5.296 / 6.488
Energy above the lowest of the compared OMol25 structures with the same formula, charge and spin in kJ/mol: 30.47
HOMO (alpha / beta) in eV: -5.9 / -7.0
2S+1: 5

Geometry as XYZ:
```
50
C19H25ClMoNO2Pr ωB97M-V/def2-TZVPD
Pr 0.184 0.535 -0.641
Cl 1.025 2.298 -2.599
C 2.487 0.375 -0.067
H 2.692 -0.506 0.559
H 2.978 1.240 0.404
H 2.985 0.195 -1.026
Mo 2.235 4.453 -1.769
C 1.056 5.913 -2.300
C 3.936 4.792 -2.670
C 2.630 4.847 0.016
H 4.754 4.869 -1.944
H 4.184 3.948 -3.330
H 3.911 5.703 -3.280
H 0.651 6.394 -1.403
H 1.528 6.678 -2.926
H 0.196 5.517 -2.857
H 3.608 4.590 0.455
H 1.945 5.316 0.732
C -4.068 0.339 1.206
C -2.604 0.100 1.457
C -1.757 1.217 1.592
C -0.420 1.075 2.022
C 0.134 -0.221 2.044
C -0.688 -1.332 1.731
N -0.020 -2.560 1.630
C -0.258 -3.626 0.752
C -0.116 -4.927 1.242
C -0.299 -6.009 0.390
C -0.647 -5.800 -0.951
C -0.750 -4.511 -1.467
C -0.550 -3.445 -0.609
C -0.376 -2.064 -1.119
O 0.828 -1.638 -1.307
O -1.364 -1.252 -1.246
C -2.083 -1.196 1.535
C -2.960 -2.391 1.303
H -4.361 0.068 0.180
H -4.718 -0.222 1.893
H -4.294 1.402 1.332
H -2.204 2.201 1.432
H 0.173 1.938 2.335
H 1.190 -0.407 2.263
H 0.684 -2.745 2.342
H 0.106 -5.061 2.305
H -0.172 -7.021 0.784
H -0.831 -6.652 -1.600
H -0.950 -4.292 -2.516
H -2.955 -2.682 0.240
H -2.653 -3.265 1.893
H -4.002 -2.179 1.560
```


No. 7
Density functional theory data (ωB97M-V/def2-TZVPD) for a 2-piece molecular cluster, C19H25ClN3 overall at a distorted geometry.

Energy in a.u.: -1363.187204
HOMO-LUMO gap in eV: 4.052
Net charge: +1
Energy above the lowest of the compared OMol25 structures with the same formula, charge and spin in kJ/mol: 0.00
HOMO in eV: -9.7
2S+1: 1

Geometry as XYZ:
```
48
C19H25ClN3 ωB97M-V/def2-TZVPD
C 0.937 -2.478 1.043
N -0.359 -2.170 1.624
C -0.354 -1.690 3.013
C -1.676 -1.994 3.708
C -2.828 -1.431 2.884
N -2.740 -1.827 1.465
C -3.988 -1.783 0.698
C -3.682 -1.309 -0.713
C -2.542 -2.161 -1.279
N -1.397 -2.248 -0.463
C -1.515 -2.089 0.824
H 0.810 -2.908 0.053
H 1.533 -1.573 0.963
H 1.470 -3.190 1.669
H 0.502 -2.122 3.543
H -0.183 -0.610 2.980
H -1.795 -3.079 3.804
H -1.687 -1.603 4.734
H -3.800 -1.748 3.274
H -2.827 -0.338 2.923
H -4.409 -2.793 0.690
H -4.711 -1.141 1.213
H -4.577 -1.341 -1.351
H -3.370 -0.260 -0.680
H -2.898 -3.183 -1.460
H -2.224 -1.780 -2.260
Cl 4.362 -7.951 -1.124
C 4.209 -6.336 -1.686
C 4.557 -6.012 -2.998
C 4.455 -4.722 -3.444
C 3.994 -3.685 -2.592
C 3.917 -2.336 -3.018
C 3.378 -1.202 -2.182
C 3.592 0.063 -3.043
C 4.211 -0.449 -4.305
C 4.368 -1.795 -4.255
C 3.631 -4.050 -1.269
C 3.741 -5.340 -0.830
H 4.908 -6.804 -3.638
H 4.720 -4.492 -4.461
H 2.317 -1.370 -1.960
H 3.913 -1.146 -1.227
H 2.651 0.585 -3.260
H 4.254 0.789 -2.553
H 4.517 0.172 -5.131
H 4.804 -2.377 -5.045
H 3.281 -3.290 -0.593
H 3.480 -5.614 0.180
```


No. 8
Density functional theory data (ωB97M-V/def2-TZVPD) for one molecule with the formula C19H25N3O2S.

Energy in a.u.: -1451.966673
HOMO-LUMO gap in eV: 8.524
Energy above the lowest of the compared OMol25 structures with the same formula, charge and spin in kJ/mol: 107.06
HOMO in eV: -8.0
2S+1: 1

Geometry as XYZ:
```
50
C19H25N3O2S ωB97M-V/def2-TZVPD
C -2.115 -2.933 0.178
H -1.275 -2.456 -0.321
H -2.724 -3.432 -0.571
H -2.712 -2.154 0.644
C -1.636 -3.909 1.262
N -0.818 -5.029 0.847
C 0.398 -4.720 0.131
H 0.873 -5.675 -0.107
C 1.386 -3.894 0.972
N 1.232 -2.471 0.790
C 0.892 -1.620 1.785
O 0.702 -1.984 2.931
C 0.738 -0.196 1.368
C -0.174 0.588 2.071
C -0.365 1.911 1.740
C 0.367 2.491 0.703
C 1.297 1.719 0.011
C 1.474 0.390 0.344
H 2.224 -0.178 -0.188
H 1.876 2.166 -0.779
N 0.135 3.838 0.417
C 0.688 4.619 -0.560
O 1.496 4.237 -1.370
C 0.161 6.055 -0.495
C 0.653 6.865 -1.651
C -0.125 7.301 -2.676
S 0.772 8.173 -3.853
C 2.223 7.942 -2.959
C 2.012 7.237 -1.822
H 2.788 6.975 -1.126
H 3.141 8.344 -3.336
H -1.180 7.165 -2.814
H -0.931 6.037 -0.487
H 0.510 6.496 0.444
H -0.539 4.281 1.028
H -1.080 2.508 2.289
H -0.727 0.134 2.879
H 1.320 -2.119 -0.150
H 1.235 -4.103 2.032
H 2.410 -4.173 0.697
H 0.224 -4.191 -0.824
C -1.501 -6.218 0.392
C -2.056 -6.215 -1.040
H -1.275 -5.970 -1.756
H -2.866 -5.500 -1.147
H -2.442 -7.203 -1.279
H -0.789 -7.048 0.482
H -2.320 -6.411 1.090
H -2.509 -4.325 1.771
H -1.068 -3.345 2.008
```


No. 9
Density functional theory data (ωB97M-V/def2-TZVPD) for one molecule with the formula C19H25N3O3 at a distorted geometry.

Energy in a.u.: -1128.979346
HOMO-LUMO gap in eV: 8.759
Energy above the lowest of the compared OMol25 structures with the same formula, charge and spin in kJ/mol: 342.44
HOMO in eV: -8.5
2S+1: 1

Geometry as XYZ:
```
50
C19H25N3O3 ωB97M-V/def2-TZVPD
C -8.272 -0.885 -0.044
C -8.414 0.423 -0.133
C -7.445 1.353 -0.809
H -7.230 2.209 -0.152
O -6.248 0.753 -1.249
C -5.307 0.396 -0.332
C -4.133 -0.139 -0.859
C -3.092 -0.530 -0.025
C -3.227 -0.383 1.359
C -4.391 0.144 1.876
C -5.433 0.534 1.047
H -6.337 0.927 1.484
H -4.503 0.256 2.944
H -2.413 -0.689 1.995
C -1.883 -1.082 -0.598
N -0.906 -1.436 0.132
N 0.194 -1.946 -0.442
C 1.294 -2.279 0.294
O 1.373 -2.138 1.493
C 2.454 -2.772 -0.545
C 3.414 -1.580 -0.723
O 3.655 -1.119 -1.818
N 3.917 -1.156 0.448
H 3.479 -1.523 1.282
C 4.737 0.039 0.605
C 6.028 -0.071 -0.208
C 6.891 1.169 0.008
C 6.125 2.427 -0.389
C 4.832 2.537 0.413
C 3.967 1.299 0.200
H 3.048 1.370 0.787
H 3.695 1.215 -0.853
H 4.278 3.428 0.109
H 5.069 2.637 1.475
H 6.745 3.310 -0.219
H 5.886 2.382 -1.453
H 7.804 1.086 -0.584
H 7.178 1.235 1.060
H 6.572 -0.969 0.092
H 5.770 -0.165 -1.263
H 4.990 0.099 1.669
H 2.149 -3.129 -1.527
H 2.973 -3.564 -0.004
H 0.229 -2.033 -1.461
H -1.848 -1.177 -1.692
H -4.054 -0.240 -1.931
H -7.908 1.745 -1.722
H -9.281 0.924 0.277
H -9.005 -1.503 0.445
H -7.415 -1.391 -0.455
```